DFT (ωB97M-V with the def2-TZVPD basis set) results for C18H19O6SSc as an isolated structure.

Structure (XYZ):
```
45
Properties=species:S:1:pos:R:3:mulliken_charge:R:1
Sc -1.22 -0.11 0.85 1.558
O 1.88 0.16 3.68 -0.384
C 1.12 0.17 2.64 0.650
O -0.12 0.11 2.68 -0.450
C 1.86 0.26 1.33 -0.491
O 0.92 0.14 0.25 -0.466
C 1.24 -0.95 -0.69 -0.419
C 0.43 -2.20 -0.29 0.627
O 0.74 -3.30 -0.61 -0.463
O -0.67 -1.86 0.40 -0.600
H 1.39 0.09 4.51 0.419
H 2.61 -0.53 1.30 0.497
H 2.37 1.22 1.27 0.398
H 2.31 -1.14 -0.70 0.393
H 0.93 -0.61 -1.68 0.313
O -2.88 -0.02 -0.19 -0.537
S -4.43 -0.19 -0.31 0.381
C -4.88 0.91 -1.67 -0.785
C -6.38 0.90 -1.78 0.487
C -7.11 2.05 -1.48 -0.149
C -8.50 2.03 -1.56 -0.791
C -9.15 0.87 -1.94 -0.451
C -8.43 -0.28 -2.24 -0.748
C -7.04 -0.26 -2.16 -0.253
C -5.04 0.72 1.15 -1.129
C -4.05 1.76 1.56 0.709
C -4.13 3.05 1.05 -0.212
C -3.17 4.00 1.36 -0.767
C -2.11 3.67 2.20 -0.743
C -2.03 2.40 2.75 -0.137
C -2.99 1.43 2.42 -1.202
H -4.38 0.48 -2.54 0.517
H -4.46 1.90 -1.46 0.421
H -6.60 2.97 -1.22 0.314
H -9.06 2.93 -1.35 0.425
H -10.23 0.85 -2.01 0.414
H -8.94 -1.18 -2.54 0.413
H -6.48 -1.15 -2.41 0.415
H -5.19 -0.04 1.92 0.552
H -6.01 1.12 0.86 0.510
H -4.98 3.33 0.43 0.456
H -3.25 5.01 0.97 0.483
H -1.38 4.42 2.46 0.477
H -1.27 2.18 3.48 0.608
H -3.00 0.48 2.96 0.743
```

Computed properties:
E, a.u.: -2307.2440
Charge: +2
Energy above the lowest of the compared OMol25 structures with the same formula, charge and spin, kcal per mole: 13.3
Multiplicity: 1
Kohn-Sham gap, eV: 7.523



DFT (ωB97M-V with the def2-TZVPD basis set) results for C18H20BrF3FeIN4OS as an isolated structure at a distorted geometry.

Structure (XYZ):
```
50
Properties=species:S:1:pos:R:3:mulliken_charge:R:1
Fe -0.32 0.35 -0.47 0.506
C 2.11 2.82 -4.93 -0.948
C 3.13 2.17 -3.99 -0.662
N 2.91 2.46 -2.60 -0.163
C 2.07 1.77 -1.80 0.295
S 1.15 0.44 -2.47 -0.468
N 2.00 2.10 -0.54 -1.332
N 1.16 1.47 0.28 1.653
C 1.25 1.73 1.61 0.385
C 2.31 2.66 2.11 -1.827
C 0.29 1.15 2.46 0.880
C 0.32 1.26 3.88 -1.040
C -0.68 0.70 4.62 -0.402
C -1.74 0.03 3.98 -1.009
C -1.69 -0.07 2.61 -0.200
N -0.73 0.44 1.87 0.254
H 2.37 2.58 -5.96 0.356
H 1.11 2.44 -4.73 0.250
H 2.10 3.90 -4.81 0.310
H 3.10 1.09 -4.12 0.337
H 4.13 2.53 -4.24 0.366
H 3.29 3.31 -2.21 0.262
H 3.10 2.73 1.37 0.426
H 1.88 3.65 2.26 0.301
H 2.73 2.33 3.05 0.476
H 1.13 1.78 4.35 0.343
H -0.66 0.77 5.70 0.429
H -2.55 -0.40 4.54 0.424
H -2.48 -0.58 2.07 0.559
F -1.20 2.58 -1.50 -0.298
C -1.36 2.05 -0.25 0.571
F -1.02 3.04 0.60 -0.220
F -2.69 1.87 -0.09 -0.291
Br 1.88 -5.47 0.62 -0.201
C 0.04 -5.04 0.72 0.140
C -0.86 -6.08 0.90 -0.457
C -2.21 -5.80 0.99 -0.466
C -2.66 -4.50 0.88 -0.797
C -1.76 -3.46 0.70 0.117
C -0.40 -3.73 0.62 -0.208
I 0.97 -2.11 0.35 0.295
H -0.50 -7.09 0.97 0.387
H -2.91 -6.61 1.13 0.369
H -3.72 -4.28 0.95 0.400
H -2.10 -2.45 0.59 0.458
C -2.49 -0.09 -2.44 -0.853
O -1.70 -0.39 -1.36 -0.481
H -1.89 -0.07 -3.36 0.262
H -2.97 0.89 -2.33 0.306
H -3.27 -0.85 -2.56 0.205
```

Computed properties:
E, a.u.: -5825.3279
Charge: 0
Energy above the lowest of the compared OMol25 structures with the same formula, charge and spin, kcal per mole: 25.4
Multiplicity: 6
Kohn-Sham gap (spin up / spin down), eV: 6.684 / 6.748



DFT (ωB97M-V with the def2-TZVPD basis set) results for C18H20BrGeN2O7SeV as an isolated structure at a distorted geometry.

Structure (XYZ):
```
51
Properties=species:S:1:pos:R:3:mulliken_charge:R:1
V 0.10 0.34 -0.77 0.426
O 3.55 -0.13 -1.45 -0.452
C 2.65 -0.34 -0.72 0.051
O 1.37 -0.75 -1.29 -0.645
C 2.65 -0.36 0.77 1.346
C 3.85 -0.73 1.37 -0.707
C 3.91 -0.81 2.74 -0.560
C 2.83 -0.53 3.55 -0.306
C 1.64 -0.13 2.96 -0.735
C 1.53 -0.03 1.56 0.868
O 0.38 0.34 1.00 -0.456
N 0.51 0.18 3.87 1.041
O 0.66 -0.12 5.03 -0.606
O -0.47 0.71 3.39 -0.578
N 5.19 -1.23 3.37 1.060
O 5.22 -1.25 4.58 -0.597
O 6.11 -1.48 2.63 -0.601
H 4.72 -0.96 0.76 0.650
H 2.90 -0.61 4.63 0.681
Br 2.91 6.12 -2.34 -0.113
C 2.07 4.50 -1.89 0.088
C 1.75 3.59 -2.90 -0.586
C 1.13 2.40 -2.56 -0.490
C 0.85 2.10 -1.23 0.915
C 1.18 3.02 -0.23 -0.306
C 1.79 4.22 -0.56 -0.629
H 1.99 3.82 -3.93 0.443
H 0.90 1.71 -3.36 0.424
H 0.97 2.81 0.81 0.472
H 2.05 4.94 0.21 0.461
C -1.89 -2.19 0.33 -1.062
Ge -3.20 -2.25 -1.12 0.480
C -2.96 -3.87 -2.16 -1.191
C -5.02 -2.06 -0.44 -1.134
C -2.87 -0.76 -2.41 -1.133
Se -2.10 0.95 -1.85 0.069
C -3.13 1.38 -0.23 -0.843
H -1.76 -3.19 0.73 0.494
H -2.18 -1.53 1.15 0.388
H -0.88 -1.89 0.01 0.172
H -3.17 -4.75 -1.54 0.390
H -1.94 -3.96 -2.52 0.383
H -3.63 -3.90 -3.01 0.370
H -5.25 -2.87 0.25 0.386
H -5.73 -2.12 -1.27 0.369
H -5.17 -1.12 0.08 0.385
H -3.80 -0.46 -2.90 0.516
H -2.20 -1.10 -3.20 0.496
H -4.08 0.85 -0.33 0.251
H -3.30 2.45 -0.24 0.396
H -2.61 1.06 0.67 0.258
```

Computed properties:
E, a.u.: -9330.0253
Charge: +1
Energy above the lowest of the compared OMol25 structures with the same formula, charge and spin, kcal per mole: 11.8
Multiplicity: 2
Kohn-Sham gap (spin up / spin down), eV: 6.802 / 7.342



DFT (ωB97M-V with the def2-TZVPD basis set) results for one molecule with the formula C18H20BrNO3S.

Structure (XYZ):
```
44
Properties=species:S:1:pos:R:3:mulliken_charge:R:1
C 5.89 -2.53 0.43 -0.900
C 6.19 -1.63 -0.77 -0.709
N 6.55 -0.28 -0.41 0.209
C 7.95 0.09 -0.46 -0.667
C 8.79 -0.56 0.63 -1.158
C 5.66 0.64 0.03 0.074
O 5.99 1.75 0.42 -0.668
C 4.21 0.24 0.00 0.375
C 3.53 0.00 1.19 -0.602
C 2.19 -0.32 1.17 -0.513
C 1.50 -0.40 -0.03 0.713
C 0.04 -0.67 -0.05 -1.358
S -0.77 0.98 0.01 1.548
O -0.47 1.68 -1.20 -0.680
O -0.45 1.60 1.27 -0.678
C -2.53 0.57 0.01 -0.074
C -3.17 0.36 1.21 -0.382
C -4.51 0.01 1.22 -0.524
C -5.17 -0.12 0.01 0.142
Br -7.01 -0.61 0.00 -0.184
C -4.53 0.09 -1.20 -0.527
C -3.19 0.44 -1.20 -0.385
C 2.17 -0.12 -1.22 -0.411
C 3.52 0.20 -1.20 -0.468
H 6.73 -2.54 1.12 0.300
H 5.02 -2.17 0.96 0.163
H 5.70 -3.54 0.09 0.379
H 5.31 -1.61 -1.42 0.326
H 7.02 -2.05 -1.34 0.434
H 8.35 -0.17 -1.44 0.369
H 7.99 1.18 -0.34 0.423
H 8.37 -0.34 1.61 0.313
H 9.81 -0.17 0.60 0.403
H 8.84 -1.64 0.50 0.292
H 4.06 0.08 2.13 0.466
H 1.66 -0.49 2.10 0.399
H -0.30 -1.14 -0.97 0.467
H -0.30 -1.21 0.82 0.466
H -2.62 0.49 2.13 0.434
H -5.04 -0.16 2.15 0.428
H -5.07 -0.01 -2.13 0.424
H -2.66 0.64 -2.11 0.433
H 1.64 -0.14 -2.15 0.395
H 4.03 0.42 -2.13 0.513
```

Computed properties:
E, a.u.: -3950.5887
Charge: 0
Energy above the lowest of the compared OMol25 structures with the same formula, charge and spin, kcal per mole: 14.7
Multiplicity: 1
Kohn-Sham gap, eV: 9.361



DFT (ωB97M-V with the def2-TZVPD basis set) results for one molecule with the formula C18H20BrNO4S.

Structure (XYZ):
```
45
Properties=species:S:1:pos:R:3:mulliken_charge:R:1
C -0.56 -1.61 -4.19 -0.928
O 0.37 -2.50 -3.63 -0.433
C 0.83 -2.27 -2.36 1.181
C 0.34 -1.24 -1.57 -0.622
C 0.80 -1.04 -0.27 -0.585
C 0.21 0.09 0.49 0.291
O -0.31 1.05 -0.06 -0.690
N 0.29 0.01 1.84 -0.086
C -0.30 1.03 2.67 -0.823
C -1.82 0.89 2.74 -0.645
S -2.59 2.27 3.64 -0.166
C -2.58 3.62 2.51 0.568
C -2.11 3.56 1.20 -0.159
C -2.17 4.69 0.40 -0.759
C -2.70 5.86 0.90 0.078
Br -2.78 7.41 -0.21 -0.203
C -3.18 5.94 2.20 -0.526
C -3.11 4.81 3.00 -0.614
C 1.78 -1.88 0.25 -0.824
C 2.29 -2.91 -0.53 0.386
O 3.26 -3.78 -0.13 -0.435
C 3.80 -3.63 1.16 -0.927
C 1.82 -3.12 -1.84 0.739
O 2.40 -4.18 -2.46 -0.467
C 2.27 -4.39 -3.85 -0.779
H -0.17 -0.59 -4.22 0.372
H -0.73 -1.96 -5.20 0.246
H -1.51 -1.62 -3.64 0.343
H -0.40 -0.56 -1.93 0.590
H 0.52 -0.87 2.27 0.276
H -0.04 2.00 2.23 0.409
H 0.13 0.98 3.67 0.418
H -2.25 0.84 1.74 0.354
H -2.10 0.00 3.29 0.462
H -1.68 2.67 0.78 0.369
H -1.80 4.65 -0.61 0.453
H -3.59 6.86 2.59 0.403
H -3.48 4.85 4.01 0.357
H 2.17 -1.71 1.24 0.575
H 4.28 -2.65 1.29 0.359
H 4.56 -4.41 1.24 0.234
H 3.05 -3.77 1.94 0.366
H 2.58 -3.50 -4.41 0.317
H 1.26 -4.66 -4.13 0.243
H 2.95 -5.21 -4.07 0.280
```

Computed properties:
E, a.u.: -4025.8041
Charge: 0
Multiplicity: 1
Kohn-Sham gap, eV: 8.452